1.
60
Properties=species:S:1:pos:R:3 method="wB97M-V/def2-TZVPD" multiplicity=1 orbital_gap_ev=9.3 homo_ev=-8.88 smiles="CN(C)B(O)[C@H]1CCNC1=O.CCCC#N.CCCC#N.CCCC#N" fmax_ev_per_a=1.30
O -2.64116 -0.66529 -1.44200
O 1.51882 1.41722 -0.64207
N 0.91883 -0.79113 -0.52509
N -1.71742 1.23519 -2.69766
N 3.45830 4.11767 4.01502
N -4.07065 -1.46255 -5.53704
N 3.34148 -1.34126 1.49093
C 5.49120 0.14179 1.37418
C -4.63649 -4.56991 -4.04892
C 5.26065 1.50980 2.03181
C -0.10758 -1.47845 0.28865
C 3.25049 3.15289 4.60184
C -0.94863 -0.32561 0.85935
C -0.81709 0.73193 -0.25106
C -2.82410 1.02501 -3.64411
C 4.29006 -0.69413 1.45063
C -0.42592 1.41294 -3.37947
C 0.66366 0.57264 -0.51558
C 0.50075 2.44227 5.68590
C 4.15471 2.26743 1.31828
C -5.99520 -4.08104 -3.56618
C -3.55792 -3.48503 -3.96713
C 2.96284 1.91463 5.32755
C -3.84274 -2.35404 -4.85033
C 1.51437 1.45630 5.12200
B -1.74550 0.41499 -1.53146
H 1.40095 0.48310 5.60274
H 0.66506 2.60726 6.75268
H 6.19745 2.06892 2.01292
H -1.06401 1.74923 0.05964
H 4.39692 2.39600 0.26171
H -0.42560 0.03724 1.75078
H -5.93772 -3.72006 -2.53723
H 1.87906 -0.98742 -0.26638
H 3.21403 1.71784 1.37386
H -2.48712 1.16306 -4.67147
H 0.35797 -2.08724 1.06459
H 5.00666 1.36891 3.08492
H 3.99327 3.25146 1.75127
H -0.70254 -2.14516 -0.33932
H -3.46910 -3.10190 -2.94735
H -0.05891 0.47539 -3.81105
H -0.54137 2.13135 -4.19298
H -3.62239 1.75154 -3.46852
H 0.31927 1.81576 -2.69737
H 6.31971 -0.39583 1.83769
H 1.33822 1.30443 4.05522
H -6.36424 -3.26563 -4.19007
H -6.73064 -4.88464 -3.59742
H 3.16827 2.08183 6.38697
H 0.56726 3.40701 5.18091
H -0.51467 2.06781 5.55812
H -1.96957 -0.60682 1.11409
H 3.65611 1.14591 4.98206
H -2.58017 -3.88564 -4.23934
H -3.49604 -0.45577 -1.05716
H -3.23116 0.01875 -3.57908
H -4.71132 -4.92601 -5.07798
H 5.73695 0.27114 0.31829
H -4.30633 -5.41606 -3.44376

2.
9
Properties=species:S:1:pos:R:3 method="wB97M-V/def2-TZVPD" multiplicity=1 orbital_gap_ev="7.0 / 7.7" homo_ev="-7.89 / -8.87" relative_energy_kj_mol=346.5 fmax_ev_per_a=2.39
I 1.45885 -1.66815 -1.42916
I -0.38764 1.37715 2.53833
S 2.61264 -0.05619 1.71267
N 0.46757 -0.00874 -1.01785
C -0.99942 -0.06676 -0.84860
C 1.15576 0.43259 1.44140
H -1.59814 -0.40443 -1.76685
H -1.34961 -0.56243 0.00128
H -1.36001 0.95696 -0.63121

3.
111
Properties=species:S:1:pos:R:3 method="wB97M-V/def2-TZVPD" multiplicity=1 orbital_gap_ev=4.6 homo_ev=-5.67 fmax_ev_per_a=11.57
S 0.41947 3.88517 0.98418
O -4.70053 -0.10783 1.99218
O 1.57047 -0.91083 5.27918
O -0.02853 0.71517 -3.12282
O -2.86553 -0.10983 0.60418
O 0.24247 -1.39283 2.37918
O -0.91153 3.73117 1.59018
O -4.59353 6.30517 1.29118
O 3.00147 -0.84583 3.48318
O -4.11853 5.72517 -0.82982
O 0.92947 1.53117 -4.98382
O 2.12347 -0.38583 -2.40582
O 0.89847 5.20017 1.26718
O 1.20347 2.81217 1.53518
O 0.44447 3.73317 -0.49482
O -2.08053 -3.31383 1.08318
O 1.04847 -0.96083 -0.52882
N 1.75847 -3.51483 0.62518
N 0.15447 0.82217 -0.00482
C -3.34053 3.44017 -1.51782
C 2.21947 -2.06283 0.89618
C -1.00553 0.06217 -5.23182
C 2.55947 -4.43083 1.30618
C 4.55447 -2.34883 2.56818
C 2.03947 -1.37083 -4.56382
C -0.80553 -2.94883 0.46018
C 2.73847 3.17417 -5.30682
C 3.76747 -1.98883 3.81818
C -2.74353 1.31517 2.49118
C 1.80547 2.41117 -4.24082
C -0.34553 -2.07783 3.37818
C 0.01347 0.80117 -4.27782
C 0.40347 -3.66483 1.23818
C 1.81047 -0.18783 -1.12582
C 1.93447 -0.51283 4.22118
C -3.43053 -0.98083 -0.31082
C 2.51347 0.88817 -0.47782
C 0.53447 -2.66783 4.48718
C -2.42753 -1.35283 -1.44982
C -1.88353 -2.21083 3.36818
C 1.20147 0.64217 3.41118
C 1.61847 -1.50983 -3.08682
C -3.53353 0.30617 1.64418
C -3.36853 4.52717 -0.45682
C -4.66153 6.48517 0.06118
C -5.43053 7.65117 -0.55482
C 1.68247 -3.85383 -0.83482
H 2.42047 1.82017 -0.92782
H 5.25247 -3.20383 2.58218
H -3.32753 1.61717 3.37318
H 3.22647 2.20317 -5.89682
H -1.35953 -0.83783 -4.68182
H -1.69953 1.03217 2.76018
H -0.03353 0.80817 0.91218
H -2.15553 -1.44983 4.02518
H 0.51547 -1.50683 -3.08482
H 0.04547 -4.71483 1.34718
H 2.33547 -4.43583 2.41318
H -4.24553 -0.68783 -0.89382
H -1.79153 0.79017 -5.65282
H -6.46253 7.96817 -0.19082
H 1.75947 -2.52683 -2.74082
H -2.16953 -0.52083 -1.87182
H 1.92547 -2.51883 -4.87882
H 0.36447 1.03717 3.95618
H 3.40247 3.81117 -4.80182
H 2.07747 3.71817 -5.95582
H 0.45747 -3.28083 2.25418
H -0.45653 1.46817 -0.47882
H -3.74053 -1.96783 0.22118
H -1.02953 -3.46083 -0.38982
H 2.43847 1.66417 -3.84682
H 2.12747 -5.37983 1.06518
H -2.82653 -1.94483 -2.34182
H -0.11653 -0.18483 -0.26182
H 4.39047 -1.73683 4.71118
H 1.22747 -5.05583 -1.04782
H -2.36653 4.90217 -0.42682
H -4.86553 8.45517 -0.30182
H -4.44153 2.95817 -1.75882
H -2.33753 -2.93683 3.84218
H 4.06647 -2.54883 1.71018
H 1.19947 -3.18483 -1.38882
H 2.15547 1.18217 0.55918
H 1.24647 -0.70083 -5.02682
H 1.74447 1.41317 3.08918
H -2.27753 -4.26683 0.93318
H -2.45453 -1.85083 2.51718
H 2.31047 -1.98083 1.95318
H -3.73653 4.05717 0.58518
H -0.87453 -1.98183 0.46218
H 3.51747 -4.50483 0.98218
H 3.06647 -2.18483 0.23118
H -2.82253 2.40217 2.12918
H -2.65053 2.84017 -1.43882
H 3.61147 0.62817 -0.57082
H -5.60853 7.52117 -1.56782
H 0.17747 -3.58483 4.49018
H -0.55753 -0.38783 -6.03682
H 1.39347 3.08017 -3.58582
H 0.32247 -2.04683 5.34018
H -1.54753 -2.01883 -1.20682
H 1.55247 -2.91883 3.98918
H 1.66147 -1.26083 0.41618
H -2.95653 3.86517 -2.39682
H 2.64247 -3.93183 -1.10682
H 1.06347 1.34817 -0.18182
H 0.60847 0.19417 2.59218
H 5.52347 -1.67283 2.35518
H 3.19447 -2.79183 3.98118
H 2.97147 -1.06683 -4.49582

4.
7
Properties=species:S:1:pos:R:3 method="wB97M-V/def2-TZVPD" multiplicity=2 s2=0.758 orbital_gap_ev="11.3 / 5.9" homo_ev="-10.68 / -10.64" relative_energy_kj_mol=63.4 fmax_ev_per_a=2.95
O 1.77621 -0.53914 -1.17427
O -2.31774 0.22617 1.12901
O -0.32549 -0.09021 0.05157
C -1.24163 0.52145 0.63806
H -0.89546 1.70799 0.70006
H 1.03287 -0.36502 -0.51876
H 1.97125 -1.46123 -0.82566

5.
37
Properties=species:S:1:pos:R:3 method="wB97M-V/def2-TZVPD" multiplicity=1 orbital_gap_ev=9.3 homo_ev=-8.73 smiles="CCCCNC(=O)COC(=O)c1cc(C)oc1C" relative_energy_kj_mol=35.5 fmax_ev_per_a=1.18
O -3.28717 2.41978 0.48071
O 4.09805 -0.31691 -0.15406
O 0.25096 1.88943 0.61836
O 0.90743 2.17621 -1.51971
N -2.02213 0.65285 1.11140
C -3.10557 -0.26983 1.35280
C 3.60486 0.83219 -2.24367
C -2.20555 1.90362 0.65863
C -3.08356 -2.37042 -1.92023
C 2.20519 0.84164 -0.04748
C 1.08727 1.69703 -0.42599
C 2.42559 0.20438 1.21390
C 4.33897 -1.34204 2.04813
C -3.13263 -1.13394 -1.03162
C 3.58778 -0.48593 1.09438
C -0.90918 2.67527 0.39462
C 3.26965 0.48119 -0.84410
C -3.01623 -1.49790 0.44701
H -3.16363 -2.09052 -2.96756
H -3.82002 -2.18501 0.71792
H -2.31975 -0.45810 -1.30567
H 4.55872 1.35706 -2.28178
H -2.06624 -2.01006 0.62389
H -3.90304 -3.04512 -1.68150
H -0.91880 3.03301 -0.64173
H -3.08903 -0.57916 2.40411
H -4.07112 -0.60127 -1.19579
H 3.81070 -1.38603 2.99534
H 5.33739 -0.93954 2.21341
H -1.07714 0.31256 1.21045
H -2.14719 -2.90686 -1.77960
H 1.79732 0.27308 2.07712
H -4.02880 0.28130 1.16011
H -0.87700 3.54035 1.06409
H 2.82263 1.46709 -2.64737
H 4.44647 -2.35008 1.64973
H 3.69478 -0.06931 -2.84824

6.
19
Properties=species:S:1:pos:R:3 method="wB97M-V/def2-TZVPD" multiplicity=1 orbital_gap_ev=5.3 total_charge=+1 homo_ev=-13.15 relative_energy_kj_mol=664.7 fmax_ev_per_a=4.77
N 0.26990 2.43810 -0.15535
C 0.10047 -0.80246 0.23145
C 0.56251 0.27658 1.18043
C -1.23720 -0.82846 -0.09085
C 1.20819 -1.72951 -0.37772
C -1.17835 -0.90888 -1.47531
C -0.22764 1.61058 0.99557
H -2.04145 -0.96802 0.55857
H 2.20566 -1.49969 -0.02535
H -1.13106 -1.82525 -1.98613
H -0.78889 -0.09588 -2.03050
H 0.36844 -0.23513 2.11170
H -0.26689 2.08426 1.99481
H -1.24845 1.36462 0.77041
H 1.16184 -1.77838 -1.51100
H 0.89913 -2.74230 -0.14241
H 0.04657 1.91135 -0.96079
H 1.54386 0.44096 1.14903
H -0.24664 3.28751 -0.23655

7.
81
Properties=species:S:1:pos:R:3 method="wB97M-V/def2-TZVPD" multiplicity=5 s2=6.004 orbital_gap_ev="6.1 / 6.1" total_charge=+3 homo_ev="-14.63 / -14.64" relative_energy_kj_mol=15.2 fmax_ev_per_a=3.57
Pm -0.05342 -0.42671 0.55194
Br 4.26582 5.01863 0.54478
Br 2.43381 1.32922 7.09937
S 2.76930 0.71775 -1.40310
S -2.54392 -0.53533 2.03736
S -0.07094 -3.10147 2.13179
N -0.62564 -2.64420 -0.80209
N 2.02608 -1.96013 0.10526
N 0.75919 2.03701 0.98831
N -4.89407 0.69150 2.41816
N -1.53217 0.26070 -1.52914
N 1.11936 0.53742 -1.56006
N 1.02759 1.80775 -3.60027
N 0.73872 0.13770 2.94161
N -5.08996 -1.15214 1.27469
C 1.74607 2.07544 1.89909
C -4.24152 -0.32512 1.88827
C 0.39863 -0.52445 4.06022
C 1.75146 3.91500 -0.12064
C 1.74672 0.85501 5.44601
C 1.55229 1.20298 3.09144
C -2.85876 0.05321 -1.51121
C 0.53812 -3.45093 -1.24891
C 2.83093 3.86184 0.75434
C 2.07298 1.58837 4.31162
C -1.82086 1.41266 -3.62754
C -3.17951 1.18585 -3.57990
C 1.58198 -3.78125 1.81287
C 4.14146 3.21550 -4.87930
C -1.66108 -3.48030 -0.16076
C -1.17218 -4.13468 1.12901
C 3.27982 1.68367 -2.73939
C -6.35234 0.57213 2.27903
C 2.80499 2.89508 -4.78077
C 1.83252 -2.67004 -1.18596
C 0.75781 2.97107 0.02793
C -6.49483 -0.75855 1.50224
C 0.87228 -0.21144 5.31871
C -3.71464 0.48232 -2.50341
C 0.43679 1.08968 -2.59179
C 2.82430 2.94186 1.79292
C 2.55961 -2.77921 1.21882
C 2.36206 2.12459 -3.70704
C 4.63375 2.01712 -2.84615
C -1.00434 0.93166 -2.59625
C 5.05940 2.77860 -3.91055
H -6.81898 0.53752 3.26078
H 2.75898 -1.28366 -0.08474
H -4.77189 0.27387 -2.43068
H 6.10558 3.03586 -3.99714
H 1.69338 4.65819 -0.90297
H 0.39030 -3.81458 -2.26823
H 3.63915 2.91096 2.50119
H 2.88269 -2.08292 1.99516
H 2.67638 -3.33926 -1.38331
H -1.05795 -2.24193 -1.63101
H -3.81387 1.54728 -4.37762
H 2.10498 3.23810 -5.53209
H 3.45085 -3.32283 0.88812
H 1.46957 -4.67015 1.19635
H 0.44402 2.14708 -4.34881
H -6.75142 1.41894 1.72598
H -0.65505 -5.07688 0.95287
H 1.84421 -1.90931 -1.96674
H 4.48111 3.81073 -5.71566
H 2.68937 2.47072 4.39588
H 0.55277 -0.78533 6.17644
H -4.41813 1.42924 2.91030
H -7.00910 -0.62733 0.55402
H -7.00957 -1.52211 2.08110
H -2.02007 -4.25938 -0.84045
H -2.02800 -4.37536 1.75782
H -2.49992 -2.82247 0.06623
H -1.42691 1.95089 -4.47811
H -3.24297 -0.48154 -0.65270
H 0.59695 -4.33813 -0.62542
H -0.08188 2.95352 -0.65776
H 5.34439 1.67730 -2.10305
H -0.29605 -1.34324 3.95131
H 1.98005 -4.12038 2.76866
H -4.81657 -2.09876 1.07278